C12H14N2O as an isolated structure at a distorted geometry. Source: the OMol25 dataset; level of theory: the ωB97M-V functional and the def2-TZVPD basis.

Computed properties:
Spin multiplicity: 1
E_LUMO: -0.13 eV
Total charge: 0
Relative energy (zero: lowest compared OMol25 entry of this formula, charge and spin): 123.6 kcal per mole
Molecular weight: 202.3 g mol⁻¹
HOMO energy: -8.7 eV

The geometry in XYZ format:
```
29
Properties=species:S:1:pos:R:3:forces:R:3:lowdin_charge:R:1
C 1.046 -2.876 -1.629 -0.34 0.68 -0.96 -0.047
C 0.867 -2.046 -2.759 -0.83 -0.09 1.25 -0.033
C 0.557 -2.541 -0.397 -0.56 1.05 -2.76 -0.008
C 0.036 -0.951 -2.684 0.56 -1.69 1.40 0.012
C -0.174 -1.347 -0.330 0.74 -1.23 -0.02 -0.207
C -0.506 -0.628 -1.447 1.17 0.66 0.03 -0.109
C -0.631 -0.971 0.936 -3.19 5.47 0.84 -0.089
C -1.230 0.632 -1.373 -2.45 2.53 -1.88 -0.395
C -1.138 -1.658 1.913 2.18 -1.84 -0.01 0.084
C -0.029 2.980 1.991 1.84 -0.15 -5.50 -0.043
C 1.335 1.379 0.547 2.22 0.01 -3.57 -0.085
C 0.196 1.480 1.508 -0.11 1.16 1.11 -0.426
N -1.501 1.270 -0.199 1.53 -1.29 0.45 0.079
N -1.072 0.859 1.067 1.65 -4.46 0.71 0.006
O -1.682 1.125 -2.431 0.59 -0.65 1.38 0.026
H 1.380 -3.871 -1.732 0.92 -0.83 -0.39 0.095
H 1.170 -2.304 -3.728 0.79 -0.71 -1.06 0.089
H 0.502 -3.339 0.259 0.20 -0.78 2.03 0.095
H -0.272 -0.488 -3.558 -0.39 1.26 -1.28 0.104
H -1.348 -1.257 2.831 -1.25 1.31 1.91 0.044
H -0.803 -2.691 1.996 -0.56 -0.25 -0.35 0.079
H -0.541 2.956 2.820 -3.03 0.00 4.44 -0.001
H 0.928 3.391 2.208 1.00 0.24 0.28 0.060
H -0.477 3.758 1.277 0.34 -1.55 0.55 0.106
H 2.428 1.387 0.885 -1.71 0.13 0.38 0.098
H 1.272 2.285 -0.141 0.16 -1.07 0.55 0.095
H 1.345 0.467 -0.196 -0.31 1.69 1.68 0.098
H 0.490 0.989 2.451 -0.46 -0.21 -0.35 0.132
H -2.148 2.010 -0.086 -0.70 0.62 -0.88 0.142
```
Positions in Å, forces in eV/Å.

C12H14N3O10P2PtSSe as an isolated structure. Source: the OMol25 dataset; level of theory: the ωB97M-V functional and the def2-TZVPD basis.

Computed properties:
Spin multiplicity: 5
<S²>: 6.034
E_LUMO (spin up / spin down): 2.42 / 0.30 eV
Total charge: -1
Relative energy (zero: lowest compared OMol25 entry of this formula, charge and spin): 15.4 kcal per mole
Molecular weight: 728.3 g mol⁻¹
HOMO energy (spin up / spin down): -4.0 / -5.8 eV

The geometry in XYZ format:
```
44
Properties=species:S:1:pos:R:3:forces:R:3:lowdin_spin:R:1
Pt -0.247 0.253 0.615 0.57 -0.73 0.00 1.422
O 4.723 0.898 1.558 0.13 0.27 0.04 0.001
P 3.517 -0.078 1.771 -0.41 -0.18 0.00 0.008
O 3.789 -1.290 2.530 0.17 -0.01 0.02 0.009
O 3.085 -0.399 0.237 0.26 -0.02 0.01 0.185
O 2.365 0.819 2.382 -0.06 0.07 0.08 0.000
P 2.003 2.335 1.788 0.14 -0.21 -0.48 0.006
O 0.789 2.736 2.732 -0.02 0.01 0.14 0.001
O 3.228 3.156 1.981 0.00 -0.11 0.04 0.005
O 1.454 2.081 0.417 -0.14 0.21 0.50 0.085
H 4.440 1.849 1.665 -0.03 -0.11 -0.05 0.000
H 1.035 2.827 3.659 0.03 0.05 -0.05 0.000
C -2.376 5.551 0.228 0.00 0.00 -0.01 0.047
C -1.213 4.965 -0.256 0.01 -0.01 0.00 -0.004
C -1.085 3.586 -0.301 -0.04 0.09 0.05 0.041
C -2.129 2.778 0.144 0.11 -0.30 -0.12 0.018
C -3.301 3.359 0.630 0.00 0.08 -0.01 0.045
C -3.414 4.740 0.669 -0.03 -0.01 0.02 -0.003
N -1.969 1.377 0.070 -0.42 0.42 -0.10 0.426
N -3.114 0.713 0.047 0.26 -0.21 -0.04 0.267
C -2.991 -0.637 0.041 -0.13 0.26 -0.01 0.051
C -4.156 -1.428 -0.074 0.03 0.01 -0.01 0.053
C -4.040 -2.790 -0.093 0.01 -0.05 0.00 0.013
C -2.772 -3.385 0.013 -0.03 0.01 0.01 0.082
C -1.681 -2.563 0.149 0.04 0.07 0.04 0.015
N -1.782 -1.227 0.149 -0.09 -0.21 0.01 0.205
H -2.471 6.629 0.266 0.00 0.00 0.00 0.003
H -0.393 5.584 -0.597 0.00 0.00 0.00 -0.001
H -0.173 3.126 -0.649 0.01 -0.01 -0.01 0.001
H -4.101 2.722 0.975 0.00 -0.01 0.00 0.004
H -4.323 5.186 1.056 0.00 0.00 0.00 -0.001
H -5.109 -0.924 -0.139 0.00 0.01 0.00 0.002
H -4.927 -3.406 -0.175 0.01 -0.01 0.00 -0.001
H -2.639 -4.457 0.031 -0.04 0.00 -0.01 0.006
H -0.685 -2.957 0.302 0.00 0.02 -0.01 0.004
C 0.918 -1.307 4.466 0.01 -0.07 0.16 0.003
S -0.198 -1.516 3.100 0.20 0.37 -0.31 0.009
O -1.001 -2.688 3.352 0.06 -0.06 0.02 0.013
O -0.953 -0.258 2.960 -0.14 0.00 0.27 0.034
O 0.697 -1.649 1.911 -0.19 0.13 -0.07 0.119
H 0.498 -1.822 5.327 -0.01 0.05 0.01 0.000
H 1.031 -0.246 4.665 0.00 0.01 -0.05 0.000
H 1.882 -1.728 4.187 -0.03 -0.04 -0.03 0.000
Se 1.607 -0.653 -0.679 -0.27 0.22 -0.06 0.829
```
Positions in Å, forces in eV/Å.

C12H14N4NaO7P as an isolated structure at a distorted geometry. Source: the OMol25 dataset; level of theory: the ωB97M-V functional and the def2-TZVPD basis.

Computed properties:
Spin multiplicity: 1
E_LUMO: -2.05 eV
Total charge: 0
Molecular weight: 380.2 g mol⁻¹
HOMO energy: -8.1 eV

The geometry in XYZ format:
```
39
Properties=species:S:1:pos:R:3:forces:R:3:lowdin_charge:R:1
C -0.911 1.747 -3.966 -0.34 -0.24 0.09 0.029
C -0.659 1.841 -2.492 -0.30 -0.09 0.34 -0.519
O -1.352 1.275 -1.681 0.15 0.05 -0.08 0.083
O 0.359 2.655 -2.142 0.28 -0.17 -0.47 -0.017
C 1.435 2.069 -1.371 0.16 0.13 0.45 -0.137
C 1.194 2.021 0.142 0.35 0.13 0.03 -0.153
C 1.761 0.740 0.802 -0.11 0.74 -0.07 -0.160
C 0.913 0.174 1.948 0.51 0.04 -0.32 -0.131
C -0.042 -1.009 1.615 -0.14 -0.43 0.35 -0.331
C -0.212 -1.729 2.896 0.18 0.15 0.08 -0.252
N -0.381 -2.143 3.952 -0.09 0.01 0.07 0.215
C 0.525 -2.020 0.567 -0.44 -0.20 -0.43 -0.321
C -0.293 -3.245 0.675 -0.08 0.05 0.09 -0.182
N -1.000 -4.146 0.758 -0.05 -0.01 -0.07 0.209
N 0.408 -1.482 -0.794 -0.24 -0.14 0.01 0.168
C 0.473 -2.229 -1.753 0.71 0.06 0.57 -0.290
O 0.599 -2.920 -2.674 -0.31 0.13 -0.42 0.208
C 2.032 -2.439 0.926 1.01 -0.24 0.29 -0.669
O 2.886 -2.072 0.116 -0.30 0.04 -0.13 0.015
O 2.102 -3.085 1.977 -0.37 0.30 -0.02 0.024
P -1.767 -0.449 1.185 -0.14 0.89 0.08 0.589
N -1.921 1.112 1.232 -0.45 0.08 0.36 -0.217
O -2.749 -1.069 2.296 -0.09 -0.09 -0.62 -0.145
O -2.186 -1.129 -0.179 -0.10 -0.23 0.20 -0.109
H -1.631 0.947 -4.117 -0.04 0.00 -0.06 0.087
H -0.007 1.520 -4.523 0.10 0.26 0.00 0.093
H -1.369 2.675 -4.308 0.24 0.10 -0.13 0.094
H 2.283 2.715 -1.585 0.00 0.02 -0.11 0.125
H 1.696 1.079 -1.747 -0.34 -0.07 -0.15 0.126
H 1.742 2.865 0.568 -0.19 0.13 0.08 0.106
H 0.145 2.195 0.367 -0.09 -0.29 -0.13 0.077
H 2.719 1.021 1.240 0.08 -0.18 0.03 0.122
H 1.999 0.002 0.046 -0.03 -0.21 0.11 0.073
H 0.371 1.000 2.410 -0.25 -0.13 0.04 0.093
H 1.583 -0.206 2.718 0.05 -0.17 -0.08 0.127
H -2.212 1.466 0.325 0.33 0.06 -0.07 -0.008
H -3.050 -1.946 2.012 0.17 -0.20 0.45 0.097
H -3.105 -0.939 -0.409 0.05 0.04 -0.16 0.111
Na -2.456 2.444 2.983 0.13 -0.31 -0.21 0.769
```
Positions in Å, forces in eV/Å.